C21H31F5HfP2 as an isolated structure in a non-equilibrium geometry, computed with wB97M-V/def2-TZVPD.

Structure (XYZ):
```
60
Properties=species:S:1:pos:R:3:forces:R:3
P 0.963 2.075 1.227 0.41 -0.61 -0.32
P 1.347 -2.035 -0.996 -1.50 2.56 1.62
C 1.038 1.009 -0.379 0.21 0.13 -0.29
C 0.427 -0.380 -0.796 0.04 -1.52 0.29
H 2.124 0.884 -0.480 0.11 0.38 0.14
H 0.741 1.743 -1.151 0.02 -0.40 0.27
H -0.307 -0.893 -0.009 1.98 0.47 -1.14
H 0.126 -0.305 -1.866 -0.76 0.33 1.05
C 2.043 -2.040 -2.628 0.90 -0.25 -0.46
H 3.003 -2.578 -2.625 -0.24 0.14 -0.20
H 2.200 -1.012 -2.995 0.05 -0.37 0.31
H 1.348 -2.548 -3.319 0.15 0.10 0.41
C 0.104 -3.294 -0.769 -0.09 -0.60 0.06
H -0.610 -3.341 -1.597 0.21 0.15 0.00
H -0.456 -3.159 0.165 0.23 0.14 -0.17
H 0.625 -4.257 -0.697 -0.07 0.03 -0.09
C 1.644 3.650 0.686 0.10 0.21 -0.36
H 2.343 4.041 1.438 -0.18 -0.15 -0.14
H 0.824 4.373 0.564 0.23 -0.24 0.00
H 2.165 3.555 -0.276 -0.04 0.02 0.31
C -0.483 2.526 2.231 -0.43 0.17 -0.20
H -1.183 1.693 2.399 0.08 0.25 -0.02
H -1.022 3.376 1.753 0.31 -0.76 0.35
H -0.110 2.846 3.229 0.01 -0.19 -0.60
Hf -1.808 0.294 0.106 1.64 -0.48 3.80
C -3.122 -1.047 -0.719 -0.80 -0.12 0.02
C -2.178 -0.646 -1.757 1.33 -0.52 -1.39
C -2.306 0.543 -2.697 -1.20 0.17 -1.10
C -2.519 1.979 -2.109 -0.48 1.01 -0.99
C -2.227 2.187 -0.646 -0.22 0.51 -1.10
C -3.198 1.894 0.414 -0.22 0.81 1.86
C -4.475 1.102 0.158 -0.98 0.69 -0.32
C -4.426 -0.334 -0.538 -1.24 -0.10 0.15
C 2.082 1.204 2.326 -0.18 0.09 0.21
H -2.924 -1.992 -0.168 -0.39 0.21 -0.74
H -1.641 -1.459 -2.264 -0.14 0.10 0.16
H -3.170 0.335 -3.347 0.23 0.30 -0.27
H -1.439 0.620 -3.394 -0.31 -0.48 0.55
H -1.858 2.677 -2.648 -0.19 -0.31 -0.10
H -3.537 2.327 -2.383 0.39 -0.20 0.31
H -1.415 2.896 -0.414 -0.53 0.16 -0.03
H -3.246 2.586 1.283 -0.18 -0.35 -0.76
H -5.177 1.700 -0.458 0.28 -0.24 0.12
H -5.019 1.012 1.119 0.52 -0.07 -0.38
H -5.010 -0.979 0.147 -0.28 0.35 -0.89
H -4.885 -0.198 -1.541 -0.19 -0.41 0.76
H 1.528 0.343 2.719 0.18 0.07 0.07
H 2.376 1.860 3.156 -0.03 -0.22 -0.17
H 2.956 0.858 1.776 0.08 0.05 0.09
F 4.127 -0.974 -0.710 -0.55 -1.22 0.57
C 3.697 -1.730 0.349 1.15 0.40 -0.18
C 2.344 -2.013 0.497 0.87 0.11 -0.28
C 1.915 -2.372 1.783 -0.69 -0.18 0.46
F 0.583 -2.227 2.104 1.41 -0.70 -0.42
C 2.823 -2.802 2.756 -0.83 -0.16 0.55
F 2.386 -3.264 3.949 0.60 0.66 -1.45
C 4.190 -2.766 2.449 1.09 -0.96 0.94
F 5.069 -3.349 3.296 -1.22 1.14 -1.12
C 4.646 -2.150 1.279 0.91 -0.15 -0.15
F 5.966 -2.046 1.019 -1.55 0.04 0.40
```
Positions in Å, forces in eV/Å.

The calculation puts the frontier orbital gap (spin up / spin down) at 4.01 / 3.91 eV. Its net charge is +2. As for the max |F|: 4.17 eV/A. As for the lowest unoccupied orbital energy (spin up / spin down): -7.08 / -7.08 eV.